No. 1
The following is a DFT calculation (ωB97M-V/def2-TZVPD) of a cluster of 2 separate species, CH3O2S in total.

XYZ file:
```
7
CH3O2S (ωB97M-V/def2-TZVPD)
S 1.466 -0.376 -1.906
H 2.037 -1.065 -0.909
O -1.608 -0.097 1.757
C -0.805 0.317 0.954
O -1.028 0.487 -0.334
H 0.188 0.653 1.304
H -0.250 0.081 -0.866
```

Output
Energy relative to the best compared isomer or geometry (same formula, charge and spin) in kcal per mole: 5.9
E_LUMO in eV: 4.16
Charge: -1
HOMO level in eV: -3.443
Orbital gap in eV: 7.599
Calculated total energy in eV: -16017.5263

=====

No. 2
The following is a DFT calculation (ωB97M-V/def2-TZVPD) of the molecule CH4N2O2 at a distorted geometry.

XYZ file:
```
9
CH4N2O2 (ωB97M-V/def2-TZVPD)
N -0.807 -0.333 0.791
N -0.094 0.412 -0.031
O 0.526 -0.438 -1.236
C 1.548 0.209 -1.839
O 2.078 -0.199 -2.801
H -1.653 -0.811 0.538
H -0.320 -0.822 1.513
H -0.676 1.049 -0.528
H 1.806 1.060 -1.251
```

Output
Energy relative to the best compared isomer or geometry (same formula, charge and spin) in kcal per mole: 52.3
E_LUMO in eV: 0.86
SMILES: NNOC=O
HOMO level in eV: -9.939
Orbital gap in eV: 10.804
Calculated total energy in eV: -8174.4159

=====

No. 3
The following is a DFT calculation (ωB97M-V/def2-TZVPD) of a structure of composition C40H38GeI2IrN4SSi at a distorted geometry.

XYZ file:
```
88
C40H38GeI2IrN4SSi (ωB97M-V/def2-TZVPD)
Ir -0.671 -0.722 -0.838
N -3.152 -3.273 1.509
C -4.477 -2.790 1.552
C -5.522 -3.641 1.877
C -6.825 -3.165 1.920
C -7.091 -1.843 1.602
C -6.047 -1.001 1.244
C -4.740 -1.463 1.246
S -3.422 -0.362 0.870
N -2.220 -1.454 0.361
C -2.205 -2.688 0.690
C -1.170 -3.501 0.072
C -0.958 -4.846 0.341
C -0.034 -5.548 -0.406
C 0.630 -4.892 -1.430
C 0.385 -3.552 -1.635
N -0.468 -2.854 -0.874
H -3.088 -4.275 1.565
H -5.312 -4.683 2.098
H -7.630 -3.837 2.186
H -8.105 -1.468 1.613
H -6.244 0.027 0.961
H -1.504 -5.351 1.128
H 0.147 -6.596 -0.210
H 1.331 -5.405 -2.074
H 0.865 -3.004 -2.432
I -2.549 -1.579 -2.845
I -2.842 -3.135 -5.966
C -0.354 0.637 0.179
Ge 0.568 1.866 1.358
C 2.456 1.973 0.883
C 2.814 2.519 -0.350
C 4.140 2.533 -0.760
C 5.126 1.993 0.055
C 4.781 1.443 1.282
C 3.454 1.432 1.691
C -0.263 3.623 1.157
C -1.654 3.709 1.099
C -2.283 4.939 0.966
C -1.525 6.102 0.887
C -0.140 6.029 0.938
C 0.486 4.795 1.072
C 0.425 1.250 3.214
C -0.494 0.268 3.579
C -0.614 -0.144 4.901
C 0.189 0.424 5.882
C 1.105 1.410 5.535
C 1.218 1.818 4.212
H 2.051 2.919 -1.010
H 4.402 2.948 -1.726
H 6.159 1.988 -0.272
H 5.543 1.007 1.917
H 3.197 0.967 2.637
H -2.251 2.802 1.137
H -3.364 4.991 0.914
H -2.015 7.062 0.777
H 0.455 6.932 0.867
H 1.569 4.746 1.100
H -1.127 -0.182 2.821
H -1.335 -0.909 5.162
H 0.100 0.104 6.913
H 1.730 1.864 6.294
H 1.928 2.601 3.962
C -0.527 2.187 -2.843
Si 0.566 0.787 -3.451
C -0.170 0.115 -5.041
C 2.217 1.585 -3.926
N 0.832 -0.382 -2.176
C 2.083 -0.960 -1.980
C 2.620 -1.189 -0.699
C 3.861 -1.782 -0.530
C 4.619 -2.183 -1.626
C 4.100 -1.981 -2.898
C 2.857 -1.391 -3.075
H -0.796 2.798 -3.714
H -0.023 2.837 -2.117
H -1.441 1.819 -2.381
H 0.227 0.683 -5.892
H -1.258 0.191 -5.061
H 0.058 -0.942 -5.202
H 1.998 2.566 -4.364
H 2.779 1.014 -4.668
H 2.865 1.736 -3.059
H 2.039 -0.891 0.162
H 4.241 -1.928 0.475
H 5.588 -2.648 -1.490
H 4.658 -2.305 -3.770
H 2.446 -1.291 -4.074
```

Output
Energy relative to the best compared isomer or geometry (same formula, charge and spin) in kcal per mole: 26.1
E_LUMO (alpha / beta) in eV: 1.34 / 1.34
Charge: -1
HOMO level (alpha / beta) in eV: -2.888 / -2.887
Orbital gap (alpha / beta) in eV: 4.226 / 4.225
Calculated total energy in eV: -142329.2346

=====

No. 4
The following is a DFT calculation (ωB97M-V/def2-TZVPD) of a structure of composition C40H31AsBrCl3GeN3OReS.

XYZ file:
```
83
C40H31AsBrCl3GeN3OReS (ωB97M-V/def2-TZVPD)
Re -0.843 -0.331 -0.217
Br 4.506 3.798 2.978
C 3.323 2.822 1.896
C 3.362 2.977 0.504
C 2.520 2.249 -0.304
C 1.602 1.357 0.242
O 0.813 0.665 -0.613
C 1.536 1.222 1.634
C 0.626 0.370 2.328
N -0.338 -0.313 1.805
C -1.147 -1.201 2.601
C -0.890 -1.600 3.877
C -1.793 -2.450 4.559
C -2.933 -2.892 3.959
C -3.205 -2.523 2.621
C -4.355 -2.952 1.914
C -4.544 -2.574 0.617
C -3.572 -1.781 -0.004
N -2.483 -1.364 0.624
C -2.293 -1.703 1.948
C 2.432 1.964 2.449
H 4.059 3.685 0.066
H 2.534 2.368 -1.381
H 0.767 0.307 3.402
H 0.010 -1.284 4.392
H -1.566 -2.746 5.575
H -3.629 -3.537 4.486
H -5.082 -3.583 2.417
H -5.418 -2.881 0.055
H -3.686 -1.475 -1.037
H 2.393 1.844 3.527
S -1.249 -0.455 -2.612
C -2.218 0.968 -3.137
C -2.625 1.001 -4.469
C -3.414 2.053 -4.910
C -3.813 3.041 -4.019
C -3.414 2.990 -2.692
C -2.600 1.960 -2.237
As -1.973 1.918 -0.400
C -0.793 3.418 -0.245
C -0.373 3.746 1.042
C 0.488 4.814 1.233
C 0.933 5.548 0.138
C 0.514 5.216 -1.144
C -0.356 4.145 -1.342
C -3.491 2.494 0.619
C -4.304 1.557 1.249
C -5.440 1.972 1.931
C -5.760 3.323 1.983
C -4.936 4.260 1.370
C -3.798 3.849 0.691
H -2.332 0.211 -5.152
H -3.730 2.091 -5.946
H -4.442 3.854 -4.358
H -3.745 3.758 -2.006
H -0.729 3.185 1.898
H 0.805 5.079 2.235
H 1.602 6.389 0.288
H 0.856 5.795 -1.996
H -0.684 3.896 -2.343
H -4.054 0.507 1.224
H -6.073 1.242 2.426
H -6.650 3.648 2.509
H -5.176 5.317 1.425
H -3.148 4.586 0.241
C 2.319 -6.004 -0.564
C 1.561 -4.708 -0.468
C 2.114 -3.587 0.136
C 1.393 -2.420 0.217
N 0.142 -2.297 -0.269
C -0.408 -3.383 -0.854
C 0.263 -4.579 -0.966
H 3.396 -5.835 -0.600
H 2.021 -6.576 -1.442
H 2.112 -6.621 0.316
H 3.118 -3.614 0.541
H 1.820 -1.535 0.673
H -1.410 -3.278 -1.247
H -0.227 -5.414 -1.455
Cl 0.913 2.084 -3.832
Ge 0.740 0.001 -3.598
Cl 2.408 -0.841 -2.636
Cl 0.528 -0.930 -5.485
```

Output
⟨S²⟩: 2.02
Energy relative to the best compared isomer or geometry (same formula, charge and spin) in kcal per mole: 0.0
E_LUMO (alpha / beta) in eV: -6.17 / -6.30
Multiplicity: 3
Charge: +2
HOMO level (alpha / beta) in eV: -12.971 / -13.013
Orbital gap (alpha / beta) in eV: 6.803 / 6.717
Calculated total energy in eV: -286424.2652

=====

No. 5
The following is a DFT calculation (ωB97M-V/def2-TZVPD) of a cluster of 3 separate species, C25H53FI2N5O9P2 in total at a distorted geometry.

XYZ file:
```
97
C25H53FI2N5O9P2 (ωB97M-V/def2-TZVPD)
C -1.419 6.720 4.909
C -1.447 5.274 4.335
C -1.815 4.168 5.420
C -0.620 3.279 5.647
N -0.176 2.412 4.721
C 0.864 1.731 5.209
N 1.519 0.773 4.569
F 2.551 0.102 5.158
C 1.184 0.321 3.213
I 1.356 1.887 1.738
C -0.241 -0.399 3.307
C -0.037 -1.935 3.108
I -1.714 0.401 1.938
N 1.088 2.176 6.463
C 2.057 1.767 7.464
O 1.466 0.683 8.148
C 2.429 -0.016 8.967
N 0.165 3.122 6.720
N 0.091 3.755 7.959
C 0.125 5.043 7.883
C -0.799 5.798 8.846
C 1.035 5.864 6.972
H -1.601 6.754 5.997
H -2.184 7.352 4.427
H -0.457 7.233 4.738
H -2.176 5.209 3.516
H -0.432 5.025 3.985
H -2.695 3.583 5.120
H -2.019 4.714 6.354
H 1.895 -0.464 2.923
H -0.696 -0.297 4.303
H 0.931 -2.239 3.559
H 0.001 -2.227 2.048
H -0.804 -2.492 3.668
H 2.994 1.414 6.993
H 2.342 2.593 8.139
H 2.541 -1.032 8.562
H 2.008 -0.057 9.986
H 3.372 0.550 9.018
H -1.602 5.133 9.196
H -0.231 6.129 9.738
H -1.253 6.667 8.349
H 0.571 6.858 6.867
H 1.990 6.048 7.497
H 1.168 5.444 5.966
O 1.343 -3.828 -0.950
P 0.778 -4.737 -2.008
O 1.645 -4.291 -3.326
C 3.007 -4.705 -3.433
C 3.128 -6.195 -3.690
O -0.592 -3.859 -2.297
C -1.113 -2.955 -1.329
C -0.676 -1.537 -1.639
O 0.112 -6.015 -2.833
C -1.267 -6.387 -2.649
C -2.115 -5.868 -3.791
H 3.555 -4.418 -2.530
H 3.437 -4.156 -4.272
H 2.776 -6.771 -2.830
H 4.167 -6.469 -3.881
H 2.520 -6.489 -4.546
H -0.829 -3.252 -0.318
H -2.204 -3.015 -1.380
H 0.405 -1.466 -1.775
H -0.968 -0.860 -0.835
H -1.130 -1.195 -2.571
H -1.639 -6.048 -1.682
H -1.307 -7.478 -2.649
H -2.107 -4.781 -3.851
H -3.151 -6.188 -3.674
H -1.734 -6.228 -4.748
O -1.932 -0.909 -5.829
P -1.319 -0.086 -6.928
O -1.898 -0.833 -8.268
C -3.271 -0.661 -8.616
C -3.561 0.746 -9.107
O 0.188 -0.751 -6.881
C 0.668 -1.419 -5.712
C 0.498 -2.917 -5.844
O -0.734 1.178 -7.837
C 0.523 1.800 -7.522
C 1.612 1.298 -8.446
H -3.906 -0.915 -7.761
H -3.484 -1.375 -9.412
H -3.431 1.475 -8.303
H -4.585 0.821 -9.473
H -2.875 1.023 -9.908
H 0.182 -1.038 -4.814
H 1.733 -1.183 -5.618
H -0.524 -3.187 -6.117
H 0.750 -3.418 -4.906
H 1.144 -3.305 -6.635
H 0.783 1.651 -6.473
H 0.398 2.874 -7.678
H 1.778 0.227 -8.344
H 2.556 1.803 -8.236
H 1.340 1.467 -9.490
```

Output
E_LUMO in eV: -3.16
Charge: +1
HOMO level in eV: -11.071
Orbital gap in eV: 7.909
Calculated total energy in eV: -90148.2782